An isolated molecule of C4H5NO. Source: OMol25; level of theory: ωB97M-V/def2-TZVPD.

Last column: Löwdin charge in e.
Geometry (Å):
C 1.5084 -2.1518 -0.2138  0.110
C 1.0823 -1.0285 -0.1474  -0.117
C 0.5653 0.3425 -0.0680  -0.202
N -0.4242 0.5111 0.9798  0.015
C -1.6888 0.9309 0.6995  -0.359
O -2.0803 1.2788 -0.3959  0.016
H 1.8816 -3.1492 -0.2873  0.026
H 0.0593 0.6116 -0.9996  0.122
H 1.4001 1.0400 0.0710  0.125
H -0.2157 0.1712 1.9062  0.134
H -2.3351 0.9399 1.5954  0.131

Summary:
* gap between HOMO and LUMO: 0.399 Ha
* highest occupied orbital energy: -10.00 eV
* relative energy (zero: lowest compared OMol25 entry of this formula, charge and spin): 39.6 kcal/mol
* SMILES string: C#CCNC=O